(1)
ORCA calculation (the ωB97M-V functional and the def2-TZVPD basis) on a 40-piece molecular cluster, H80O40 overall.

Each line ends with the Löwdin charge.
Cartesian coordinates (Å):
O: 1.35018 -0.79082 -0.08286  -0.063
H: -3.48399 1.15060 4.33400  0.041
H: 3.61660 0.69811 -0.75097  0.039
H: 3.41797 -3.95371 3.87524  0.042
O: -1.91775 -3.87714 -2.25106  -0.050
H: -0.83373 4.80081 -1.28945  0.003
H: 1.39680 -0.49304 -1.00289  0.030
O: 1.32943 -0.91778 3.15312  -0.061
H: -4.35755 2.46879 -0.08627  0.065
H: 4.08880 2.34325 3.04147  0.004
H: -1.29077 -2.20632 1.06002  0.017
H: -2.87889 -2.16704 4.04719  0.027
H: 0.44646 -1.17169 0.01955  0.051
H: 2.21731 -4.40122 -2.42903  0.032
H: -3.30782 -5.31326 -0.53325  0.024
H: -2.38296 -0.44516 -5.24611  0.059
H: -1.59842 3.36160 -4.02947  0.084
H: 0.77783 1.65304 1.35091  0.010
H: 0.82373 1.62850 -3.39856  0.006
O: 1.71926 1.69310 1.30844  -0.020
H: -2.30872 1.19541 -0.14163  0.008
O: 1.65091 4.96560 1.52098  -0.015
H: 1.22454 -1.99994 -2.83950  0.028
O: 2.45058 1.43654 3.67282  -0.095
H: -2.04624 0.20844 3.42851  0.010
H: -2.04540 -0.16392 0.71994  0.007
H: 2.07085 -2.35655 1.11740  -0.012
O: 3.00665 1.31305 -1.17685  -0.066
H: -4.68158 -0.09356 2.62730  -0.002
O: 2.58202 -4.80259 -1.62857  -0.054
H: 3.16884 -0.77640 2.82714  0.015
O: -0.35787 -1.00880 -3.44727  -0.025
O: 0.27512 1.23462 -1.44356  -0.084
H: -4.55142 -2.62267 -0.32898  0.036
H: -3.02836 0.28758 5.49684  0.028
H: 0.81580 -1.11698 -5.18603  -0.063
H: 1.44235 2.49383 -5.45798  -0.022
H: -0.64277 0.63563 3.16397  0.028
H: 4.20315 3.71379 -0.96368  0.057
H: 0.28068 -6.54615 0.77719  0.037
O: 1.40518 2.35623 -3.59738  -0.058
H: -0.20005 2.75870 -5.38490  -0.015
O: -3.45734 2.43181 0.22387  -0.023
O: 3.85994 3.52432 -0.07567  -0.044
O: -1.37674 0.19061 2.74474  -0.040
O: -1.01004 -4.42733 3.86934  -0.040
O: -2.82886 1.10242 5.03970  -0.035
H: 1.70404 2.69570 -2.74855  0.031
H: -2.17501 -2.59012 5.38633  0.031
O: 3.90227 -0.62669 2.17935  -0.038
H: -1.71780 -4.17684 -1.36644  0.015
H: -0.03647 2.62700 3.05118  0.030
H: 3.77403 -1.75534 0.30264  -0.014
H: -1.97906 -2.92272 -2.32800  -0.011
O: 3.45541 -3.07822 4.26398  -0.036
H: 1.96899 0.62753 3.40626  -0.015
H: -0.92385 -1.19889 -4.17893  0.028
H: 1.30786 5.72560 1.04163  0.062
O: 1.25308 5.05575 -2.68986  -0.046
H: 2.41302 1.56897 -0.45012  -0.015
H: -0.33792 5.00186 4.80826  0.050
H: 3.42348 -0.24428 1.44280  -0.001
O: 0.93059 -1.05253 -6.08699  -0.010
O: 0.43680 5.21491 4.28066  -0.038
H: 0.05790 0.50712 -0.78440  0.047
H: 4.26128 -2.67063 3.92764  0.049
H: -2.92758 2.94980 -0.39861  0.033
O: -5.47155 -0.40445 2.18143  -0.057
H: -5.16862 -0.74262 1.33512  -0.015
H: -3.18773 -3.17862 -4.89131  0.062
H: 2.08101 -3.83055 1.58703  0.056
H: -3.64866 -1.10051 -2.61849  0.055
H: 4.14058 3.69878 2.50813  0.018
O: -3.05649 -1.12799 -1.84993  -0.071
H: 2.77224 1.31085 4.57073  0.079
H: 1.34451 -5.81141 -0.19291  0.005
H: -2.38079 0.87683 -4.55237  0.031
O: -1.74334 0.43437 0.05152  -0.055
O: 0.69472 -5.73772 0.49785  -0.031
O: -0.99993 2.75700 3.08509  -0.048
O: -0.83184 -2.83271 0.52757  -0.019
H: 2.82475 -2.46773 -3.16711  0.074
H: -1.22730 -5.29351 3.51304  0.039
O: 2.11446 -2.25401 -2.56275  -0.047
H: -2.47215 -0.39907 -2.09087  0.034
O: -0.52319 3.12174 0.41426  -0.067
H: -2.14712 5.36228 -1.09186  0.042
H: 0.37255 3.44166 0.22162  0.030
H: 0.71713 1.93492 -0.98505  0.005
O: 4.19860 3.24458 3.36312  -0.074
H: 1.90890 -1.63380 3.45745  0.042
H: 3.37520 -1.91317 -1.02568  -0.006
H: 3.10896 -4.02666 -1.39385  0.016
O: -4.18320 -1.93852 0.23704  -0.058
H: 1.29576 5.92416 -3.10030  0.053
H: -0.45038 3.33111 1.37929  0.036
H: -2.82036 -2.61797 -3.48556  -0.018
H: 3.07951 4.03678 -0.23151  -0.009
O: -4.14404 -4.89946 -0.72902  -0.032
H: 1.62954 -0.43997 -6.29802  0.041
H: -0.02642 -0.16176 -3.16007  0.024
H: -3.29637 -1.76709 -0.07374  -0.011
H: -4.30818 -5.02157 -1.65899  0.039
H: 0.88835 4.39543 4.10653  0.011
O: -2.92107 -2.12126 5.00551  -0.045
O: -2.62793 -0.05974 -4.39842  -0.078
H: 2.21237 1.00773 1.73745  0.002
H: -1.12865 2.14092 2.33739  0.019
H: -0.45395 -3.67988 0.76763  0.022
H: 0.81490 -1.07409 2.36067  0.040
O: 4.22823 -1.81791 -0.54896  -0.048
H: 1.68742 5.20817 2.43242  0.012
O: -1.45728 2.44669 -4.31205  -0.035
H: 1.22532 4.48498 -3.47014  0.024
H: -0.11934 -4.52609 4.22216  0.040
O: -3.31000 -2.43816 -4.29788  -0.043
O: 1.73118 -2.95194 1.76597  -0.041
O: -1.67976 4.85278 -1.75638  -0.055
O: 0.62753 2.61937 -5.89436  -0.088
H: -1.11289 1.98656 -3.53494  0.046

Cartesian forces, eV/Å:
-0.86 -0.70 0.42
-0.22 0.31 0.27
0.23 0.09 -0.24
0.06 -0.05 -0.14
0.07 -1.03 -1.40
0.25 -0.42 -0.58
0.60 -0.04 0.07
-0.05 1.50 1.24
-0.50 -0.04 -0.21
-0.16 -0.20 0.43
-0.30 -0.66 1.66
0.32 -0.42 0.04
0.72 -0.38 -0.15
-0.64 -0.54 0.03
0.22 -0.18 -0.09
-0.48 -0.35 -0.09
-0.16 -0.10 0.26
-0.87 -0.93 0.10
0.14 -0.19 0.40
0.79 1.69 -1.45
-0.60 -0.49 0.87
-0.05 -0.53 -1.49
0.11 -0.11 -1.16
-0.50 -0.12 0.40
-0.14 0.13 0.70
-0.86 0.48 0.65
0.31 0.45 -1.03
-0.23 -0.65 -0.27
0.04 -0.03 -0.08
0.29 0.37 -0.29
1.17 0.32 -0.95
2.13 -2.19 1.99
-1.18 -1.95 -0.81
0.29 -0.23 0.01
-0.16 -0.62 0.31
-0.01 0.09 3.15
0.41 0.07 1.37
0.25 -0.20 0.55
0.88 -0.75 0.25
0.28 -0.67 -0.38
0.71 0.83 0.29
1.63 -0.53 0.20
0.52 0.29 -0.02
0.74 0.75 -0.80
0.08 -1.01 -0.87
0.09 0.04 0.04
0.09 0.20 -0.50
0.33 -0.55 0.13
0.12 -0.19 -0.49
-0.48 -0.45 0.76
0.16 0.93 0.36
0.38 0.68 1.14
1.13 0.05 0.73
0.59 0.26 1.65
-0.13 0.43 0.25
0.04 0.09 1.03
-0.76 1.27 -0.51
0.01 0.16 0.29
0.09 0.02 -0.27
0.66 -0.09 0.13
0.01 -0.18 -0.09
0.14 0.13 -0.43
-0.11 -0.46 -3.38
0.01 0.75 -0.03
-0.26 2.13 -0.66
0.06 -0.12 -0.08
-0.08 0.37 0.07
-0.39 0.47 0.51
0.34 -0.44 -0.36
0.07 -0.42 0.14
-0.09 0.04 -0.34
-0.19 -0.16 0.20
0.12 0.34 0.24
0.18 0.35 -1.23
-0.06 -0.10 0.05
0.40 -0.47 -0.75
-0.38 -0.29 0.18
1.84 -0.62 -1.21
-0.70 1.44 1.04
1.30 -0.36 -1.09
0.31 0.50 -2.99
-0.69 0.50 -0.99
-0.09 -0.01 0.03
0.54 -0.13 1.67
0.33 -0.13 0.32
1.02 0.69 1.06
-0.74 0.21 -0.08
0.01 0.13 -0.43
0.05 0.15 0.51
0.42 0.46 -0.84
-0.94 -0.84 -0.58
0.62 0.22 -0.86
0.27 -0.32 0.74
-0.65 -0.08 1.29
0.01 0.28 0.27
-0.95 0.33 -0.70
-0.51 -0.33 -0.77
-1.36 0.56 1.02
-0.72 0.23 0.72
0.16 0.37 0.19
-0.75 0.68 -0.72
-0.07 -0.03 -0.71
0.21 -0.10 -0.53
0.14 -0.64 0.26
-0.49 0.67 0.40
0.26 1.53 -0.70
-0.39 -0.31 0.43
-1.63 0.02 0.37
-0.09 0.26 1.37
0.16 -0.99 0.05
-1.70 -0.23 0.00
-0.06 0.50 0.97
-0.59 0.22 0.36
-0.12 -0.36 0.06
0.00 0.06 -0.06
-0.12 0.00 -0.25
-0.14 -1.33 0.89
0.24 0.09 0.45
-1.74 0.45 -3.09
0.00 0.37 0.18

Its orbital gap is 9.91 eV. As for the energy relative to the best compared isomer or geometry (same formula, charge and spin): 9.098 eV. As for the lowest unoccupied orbital energy: -0.46 eV. As for the charge: 0. The max |F| is 3.643 eV Å⁻¹. Its spin multiplicity is 1. Its highest occupied orbital energy is -0.3812 Eh.

***

(2)
ORCA calculation (the ωB97M-V functional and the def2-TZVPD basis) on one molecule with the formula C4H2N2O.

Each line ends with the Löwdin charge.
Cartesian coordinates (Å):
H: 0.91127 -0.78747 0.99683  0.112
C: -2.59459 0.32521 0.56180  -0.221
N: 1.54052 -0.51714 0.25683  0.168
O: 1.77626 0.55205 -1.75576  0.083
C: 1.09593 0.16507 -0.83340  -0.545
H: 2.52547 -0.70804 0.35001  0.119
C: -1.47868 0.41699 -0.24840  0.001
N: -3.41765 0.18187 1.36515  0.169
C: -0.35853 0.37145 -0.69306  0.114

Cartesian forces, eV/Å:
0.14 0.07 -0.17
-0.71 -0.13 0.72
0.16 -0.03 -0.01
-0.30 -0.15 0.34
0.19 0.06 -0.16
-0.05 0.03 -0.08
0.62 -0.09 -0.06
0.56 0.22 -0.88
-0.62 0.02 0.30

Its orbital gap is 10.62 eV. As for the energy relative to the best compared isomer or geometry (same formula, charge and spin): 0.940 eV. As for the lowest unoccupied orbital energy: -0.46 eV. As for the charge: 0. The max |F| is 1.059 eV Å⁻¹. Its spin multiplicity is 1. The SMILES is N#CC#CC(N)=O. Its highest occupied orbital energy is -0.4072 Eh.

***

(3)
ORCA calculation (the ωB97M-V functional and the def2-TZVPD basis) on a 7-piece molecular cluster, C15H46N2O9 overall.

Each line ends with the Löwdin charge.
Cartesian coordinates (Å):
H: -29.73695 24.60237 -25.70724  0.086
H: -27.35942 27.61396 -23.99247  0.118
C: -23.34872 28.14537 -27.19601  -0.152
H: -25.19456 30.91199 -25.67149  0.115
H: -28.60344 32.39230 -19.50254  0.072
H: -26.65756 29.56994 -27.09481  0.073
O: -28.77916 25.21755 -19.20031  -0.086
H: -27.51539 26.06032 -23.26213  0.094
H: -23.22493 29.43605 -20.42683  0.082
C: -28.96568 24.09904 -25.12423  -0.181
H: -24.37137 34.98994 -27.33516  0.090
H: -26.07480 32.73399 -24.72571  0.066
C: -28.29575 31.53988 -20.10819  -0.164
H: -23.86709 29.02806 -26.82151  0.081
H: -22.68508 26.47762 -26.56193  0.110
H: -23.79031 27.72242 -28.09835  0.090
H: -30.79051 25.87692 -21.92710  0.117
H: -23.43916 28.58155 -22.00567  0.081
O: -23.80766 32.52962 -23.05278  -0.186
C: -29.85927 25.99315 -21.37268  -0.217
H: -29.11553 31.27555 -20.77616  0.074
N: -25.68545 30.11329 -22.52305  0.036
H: -28.13286 30.70409 -19.42773  0.073
O: -27.09806 31.85854 -20.78599  -0.133
H: -23.58253 30.69638 -23.93625  0.114
H: -22.90436 32.68339 -24.92696  0.084
O: -29.52808 27.39156 -21.44122  -0.087
H: -27.33071 29.45604 -25.41773  0.065
H: -28.57583 27.51093 -21.46497  0.021
H: -24.21902 27.76922 -24.93470  0.029
H: -25.48095 31.59779 -27.98311  0.123
H: -24.73894 28.74499 -20.79522  0.082
H: -24.85639 26.19716 -23.00699  0.122
H: -25.89730 30.90964 -23.10705  0.054
O: -25.26161 33.27612 -26.84211  -0.217
H: -22.48561 31.10254 -22.65084  0.127
H: -28.12666 30.42765 -26.69833  0.082
H: -27.62809 32.31982 -25.01689  0.085
N: -26.71381 31.95460 -24.79149  0.059
C: -26.00864 32.12634 -27.18921  -0.204
O: -27.73396 24.67253 -25.27363  -0.125
H: -30.37860 26.40858 -19.35477  0.110
H: -22.31416 28.35146 -27.47044  0.088
C: -26.86557 26.93472 -23.29760  -0.226
C: -24.91641 34.19977 -27.85153  -0.094
H: -22.03443 33.35624 -23.55484  0.084
H: -29.21103 24.16565 -24.06430  0.071
H: -25.79302 34.67764 -28.28892  0.084
H: -28.91730 25.08216 -18.26000  0.072
H: -23.50364 34.16416 -24.06556  0.095
C: -23.02862 33.18790 -23.96877  -0.148
H: -25.49698 25.91974 -24.55363  0.101
C: -30.00481 25.55376 -19.91839  -0.219
C: -26.19697 31.22233 -25.96641  -0.424
O: -23.13573 27.23967 -26.19071  -0.119
H: -29.04459 25.46385 -21.86689  0.094
C: -27.17385 30.09182 -26.28909  -0.043
C: -24.44753 30.47173 -21.93015  -0.435
H: -26.53228 28.44014 -22.21112  0.034
H: -27.00374 32.41079 -27.53120  0.126
H: -24.65322 31.23745 -21.18218  0.142
O: -26.96549 27.59380 -22.07830  -0.080
H: -26.79206 31.08969 -21.27265  0.012
H: -27.03279 24.12090 -24.91912  0.085
O: -24.90900 27.93933 -24.28926  -0.087
H: -28.92982 23.09427 -25.54525  0.082
H: -30.77782 24.80477 -19.74647  0.105
C: -23.53766 31.12502 -22.93507  -0.168
C: -23.89192 29.24303 -21.26705  -0.037
H: -25.46457 29.38799 -23.19033  0.045
H: -24.35443 33.66444 -28.61685  0.086
C: -25.41374 26.70014 -23.79723  -0.189

Cartesian forces, eV/Å:
0.27 0.47 0.05
0.06 -0.26 -0.81
1.58 0.86 -1.65
0.00 -0.65 0.00
0.10 0.10 -0.13
-0.37 -0.75 -0.02
0.20 -0.27 -1.66
0.60 -0.26 0.01
0.41 0.18 -0.34
-0.96 -0.96 0.24
0.36 -0.18 -0.30
-0.16 0.57 0.55
0.20 -0.21 0.21
-0.02 -0.16 -0.11
-0.03 -0.11 0.26
-0.64 0.04 0.15
-0.03 -0.25 0.20
0.08 -0.16 0.14
-1.72 -1.38 0.74
1.29 1.14 0.66
-0.05 0.01 -0.18
-0.99 0.23 -0.69
-0.11 -0.17 0.13
-0.24 0.69 0.30
-0.28 -0.45 -0.17
-0.31 -0.08 -0.24
-1.35 -0.53 0.10
0.05 -0.03 -0.20
0.59 -0.06 -0.08
0.36 -0.41 -0.09
-0.03 -0.27 -0.29
-0.01 -0.29 -0.16
0.53 0.64 0.36
-1.07 0.21 -0.44
-0.07 -0.16 0.98
0.32 -0.55 0.34
0.00 0.30 0.22
-0.23 0.18 0.07
0.76 -0.15 -0.73
0.02 0.40 -0.01
1.95 1.57 -0.98
-0.35 0.41 -0.42
-0.11 1.32 -0.72
-0.07 0.42 -1.08
-0.48 -0.49 0.42
0.44 0.02 -0.01
-0.67 -0.60 0.04
-0.25 -0.12 -0.21
-0.50 0.15 -0.15
0.16 0.04 -0.50
0.57 0.92 0.09
0.12 0.30 -0.64
-0.24 0.52 1.91
-1.00 0.86 0.55
-0.64 -1.85 1.79
-0.17 -0.55 -0.03
1.39 0.00 -0.47
0.96 0.63 0.93
-0.09 0.84 0.58
-0.22 0.16 -0.33
0.10 0.08 0.20
0.66 -0.44 1.22
-0.09 -0.45 -0.24
-0.25 -0.16 0.05
-0.38 -0.51 0.69
-0.39 -0.44 0.51
0.18 -0.59 -0.44
1.53 1.35 -0.20
0.13 -0.28 0.66
0.07 -0.19 -0.49
0.30 0.40 -0.24
-1.79 -0.59 0.16

Its orbital gap is 9.34 eV. As for the energy relative to the best compared isomer or geometry (same formula, charge and spin): 1.488 eV. As for the lowest unoccupied orbital energy: 0.21 eV. As for the charge: 0. The max |F| is 2.693 eV Å⁻¹. Its spin multiplicity is 1. The SMILES is COC[C@H](C)N.COC[C@H](C)N.OCCO.OCCO.CO.CO.CO. Its highest occupied orbital energy is -0.3355 Eh.